{"formula": "C39H73BCl2NO46P2S11", "method": "ωB97M-V/def2-TZVPD", "total_charge": -1, "orbital_gap_ev": 6.564, "homo_ev": -5.214, "elements": ["C", "C", "C", "N", "P", "C", "Cl", "C", "C", "O", "C", "C", "C", "C", "C", "C", "O", "C", "B", "O", "O", "C", "C", "C", "C", "C", "C", "S", "P", "O", "Cl", "O", "H", "H", "H", "H", "H", "H", "H", "H", "H", "H", "H", "H", "H", "H", "H", "H", "H", "H", "H", "H", "H", "H", "H", "H", "H", "H", "H", "H", "H", "H", "H", "H", "H", "C", "C", "O", "S", "O", "O", "O", "H", "H", "H", "H", "C", "C", "O", "S", "O", "O", "O", "H", "H", "H", "H", "C", "C", "O", "S", "O", "O", "O", "H", "H", "H", "H", "C", "C", "O", "S", "O", "O", "O", "H", "H", "H", "H", "C", "C", "O", "S", "O", "O", "O", "H", "H", "H", "H", "C", "C", "O", "S", "O", "O", "O", "H", "H", "H", "H", "C", "C", "O", "S", "O", "O", "O", "H", "H", "H", "H", "C", "C", "O", "S", "O", "O", "O", "H", "H", "H", "H", "C", "C", "O", "S", "O", "O", "O", "H", "H", "H", "H", "C", "C", "O", "S", "O", "O", "O", "H", "H", "H", "H"], "coordinates": [[2.473, 3.418, -5.820], [3.012, 4.009, -4.352], [4.161, 2.974, -3.710], [3.927, 2.688, -2.267], [3.301, 1.096, -1.850], [4.755, 0.031, -2.593], [1.955, 0.847, -3.525], [1.753, 1.935, -1.055], [2.009, 3.455, -0.510], [2.948, 3.819, 0.404], [1.036, 4.719, -1.016], [-0.218, 4.570, -2.059], [-1.118, 5.933, -2.413], [-0.830, 7.423, -1.785], [0.430, 7.574, -0.746], [1.319, 6.244, -0.391], [4.264, 1.194, -0.361], [3.811, 0.238, 0.704], [3.211, 0.845, 2.108], [4.174, 1.008, 3.254], [1.823, 1.265, 2.373], [1.746, 2.541, 3.102], [0.336, 3.270, 2.580], [3.008, -1.002, -0.056], [1.580, -1.441, 0.642], [0.766, -2.625, -0.147], [-0.692, -2.782, 0.659], [-0.676, -4.493, 1.497], [3.966, -2.698, 0.020], [3.535, -3.691, -1.389], [6.061, -2.424, -0.171], [2.667, -0.506, -1.416], [3.155, 2.529, -6.218], [1.383, 2.956, -5.739], [2.529, 4.248, -6.675], [3.532, 5.046, -4.627], [2.146, 4.207, -3.591], [5.169, 3.614, -3.770], [4.331, 2.070, -4.425], [4.869, 2.780, -1.793], [5.780, 0.430, -2.130], [4.761, 0.039, -3.772], [4.687, -1.103, -2.278], [1.277, 1.324, -0.178], [0.905, 2.014, -1.892], [-0.513, 3.541, -2.533], [-2.017, 5.766, -3.151], [-1.516, 8.360, -2.039], [0.704, 8.603, -0.209], [2.208, 6.398, 0.389], [4.874, -0.169, 1.065], [3.703, 0.805, 4.124], [1.604, 2.367, 4.251], [2.687, 3.230, 2.945], [0.076, 3.003, 1.466], [0.347, 4.433, 2.702], [-0.523, 2.793, 3.254], [0.826, -0.562, 0.809], [1.833, -1.869, 1.727], [0.459, -2.337, -1.257], [1.257, -3.687, -0.098], [-0.756, -2.009, 1.565], [-1.617, -2.738, -0.057], [-0.827, -5.480, 0.485], [2.883, -3.140, -1.915], [8.751, 1.994, 2.682], [8.351, 3.465, 2.598], [7.034, 3.525, 3.142], [6.887, 2.385, 4.299], [7.108, 3.013, 5.583], [5.722, 1.583, 4.005], [8.219, 1.524, 3.919], [8.296, 1.415, 1.872], [9.836, 1.860, 2.658], [8.362, 3.842, 1.572], [9.002, 4.087, 3.221], [-4.913, 3.984, -4.948], [-5.173, 2.511, -5.253], [-3.888, 1.953, -5.520], [-2.774, 2.734, -4.622], [-2.521, 1.949, -3.434], [-1.723, 3.197, -5.498], [-3.697, 4.010, -4.201], [-4.758, 4.556, -5.869], [-5.724, 4.436, -4.372], [-5.839, 2.374, -6.108], [-5.590, 1.996, -4.381], [-5.082, -1.295, 1.876], [-5.433, -2.739, 1.529], [-5.668, -2.738, 0.123], [-4.711, -1.616, -0.574], [-3.535, -2.283, -1.087], [-5.537, -0.746, -1.378], [-4.291, -0.822, 0.787], [-5.982, -0.674, 1.938], [-4.524, -1.220, 2.814], [-6.315, -3.094, 2.067], [-4.591, -3.409, 1.730], [9.937, 5.462, 7.188], [8.476, 5.258, 7.578], [8.424, 5.517, 8.979], [9.538, 6.649, 9.351], [8.876, 7.933, 9.407], [10.365, 6.142, 10.421], [10.386, 6.575, 7.960], [10.543, 4.592, 7.460], [10.054, 5.667, 6.120], [8.123, 4.247, 7.360], [7.828, 5.985, 7.077], [-3.260, -2.292, -8.165], [-4.721, -2.496, -7.775], [-4.773, -2.238, -6.374], [-3.658, -1.106, -6.002], [-4.321, 0.178, -5.946], [-2.831, -1.613, -4.932], [-2.811, -1.180, -7.393], [-2.654, -3.162, -7.893], [-3.142, -2.088, -9.233], [-5.073, -3.507, -7.994], [-5.368, -1.769, -8.276], [0.326, -4.983, -10.384], [0.926, -3.802, -11.142], [-0.019, -3.495, -12.164], [-1.518, -3.835, -11.619], [-2.112, -2.607, -11.137], [-2.167, -4.701, -12.576], [-1.076, -4.727, -10.328], [0.480, -5.920, -10.930], [0.737, -5.078, -9.376], [1.901, -4.037, -11.576], [1.020, -2.924, -10.494], [-4.558, -5.542, 5.793], [-3.681, -5.670, 4.551], [-3.960, -4.507, 3.774], [-4.310, -3.271, 4.779], [-3.111, -2.482, 4.957], [-5.576, -2.702, 4.380], [-4.541, -4.155, 6.129], [-5.593, -5.827, 5.576], [-4.183, -6.141, 6.627], [-3.898, -6.576, 3.980], [-2.618, -5.653, 4.815], [-5.440, -2.059, 10.134], [-4.544, -3.246, 10.481], [-5.404, -4.188, 11.118], [-6.899, -4.058, 10.480], [-7.048, -5.080, 9.467], [-7.842, -3.875, 11.558], [-6.684, -2.627, 9.730], [-5.621, -1.432, 11.013], [-5.021, -1.447, 9.331], [-3.720, -2.967, 11.142], [-4.142, -3.714, 9.576], [2.592, 1.331, 7.521], [1.771, 1.392, 8.807], [0.443, 1.046, 8.418], [0.513, -0.011, 7.177], [0.367, -1.346, 7.714], [-0.302, 0.497, 6.098], [2.081, 0.215, 6.795], [2.442, 2.230, 6.915], [3.660, 1.201, 7.719], [1.792, 2.382, 9.268], [2.116, 0.645, 9.530], [-7.978, -7.212, -7.083], [-8.299, -5.878, -6.415], [-7.193, -5.032, -6.720], [-6.600, -5.441, -8.183], [-7.159, -4.538, -9.165], [-5.182, -5.681, -8.051], [-7.358, -6.878, -8.324], [-7.261, -7.788, -6.489], [-8.874, -7.815, -7.255], [-8.426, -5.974, -5.334], [-9.199, -5.428, -6.848]], "forces_ev_per_angstrom": [[-0.1, -0.3, -0.3], [0.5, -0.3, -1.3], [0.8, 2.2, -1.1], [1.9, 0.0, -1.4], [1.2, -1.1, 1.7], [1.5, -0.5, -1.0], [0.3, -0.3, -1.7], [-2.4, 2.0, 1.0], [3.3, 2.0, 3.5], [-5.6, -2.2, -5.1], [-2.2, 2.8, -1.0], [1.1, 4.1, 2.1], [2.4, 0.3, 2.1], [2.4, -3.6, 1.1], [-0.7, -4.0, -1.4], [-2.4, 0.2, -1.7], [-2.3, -1.6, 1.4], [2.5, -0.9, -0.7], [-0.8, 1.2, 2.1], [-8.3, -3.5, -4.0], [3.0, 0.5, -0.1], [-1.3, 1.3, 0.1], [-0.1, -0.8, 0.6], [-1.6, 1.8, -1.7], [0.2, -0.9, 0.7], [-1.6, 0.5, 0.3], [0.6, -0.2, -0.6], [-0.5, -0.2, -0.5], [-0.7, -1.5, -0.4], [-0.4, 3.1, 1.1], [-0.5, 0.3, -0.4], [-0.1, -1.1, 3.4], [-1.3, 1.9, 1.0], [2.3, 1.2, -0.2], [-0.4, -1.7, 1.9], [-1.1, -2.1, 0.9], [1.7, -0.5, -1.6], [-2.0, -1.4, 0.1], [-0.6, 1.4, 1.4], [-1.7, -0.2, -0.5], [-2.1, -0.7, -1.3], [0.2, 0.1, 2.2], [0.1, 2.4, -0.7], [1.0, 1.2, -1.4], [1.9, 0.0, 2.2], [0.6, 2.2, 1.0], [2.0, 0.5, 1.6], [1.6, -2.4, 0.5], [-0.7, -2.5, -1.4], [-2.2, -0.6, -2.0], [-2.2, 0.4, -0.6], [0.7, 0.7, -1.8], [0.4, 0.1, -2.0], [-1.9, -1.5, 0.0], [0.8, 0.5, 2.2], [0.1, -2.2, -0.2], [1.7, 1.2, -1.5], [1.8, -1.4, -0.6], [-0.6, 0.8, -2.1], [1.1, -0.4, 2.3], [-0.7, 2.3, -0.2], [-0.1, -1.8, -2.0], [1.9, 0.2, 1.6], [0.2, 1.7, 0.8], [1.1, -0.6, 0.5], [0.0, 0.0, -0.7], [0.6, 0.0, 0.1], [-0.1, -0.9, 0.5], [-0.1, -0.2, 0.0], [-0.1, -0.4, -0.9], [6.3, 3.0, 3.2], [-0.3, 0.9, 0.4], [0.1, 0.1, 0.0], [-0.2, 0.0, 0.2], [-0.3, -0.1, 0.2], [0.1, 0.0, -0.1], [-0.2, 0.0, -0.5], [-0.2, 0.2, 0.5], [2.1, 6.0, 1.6], [0.1, -0.4, -0.1], [0.0, 1.2, -1.5], [-1.1, -0.7, 1.2], [0.2, -0.5, 0.2], [-0.1, -0.1, 0.0], [0.3, -0.1, 0.1], [0.3, -0.1, 0.0], [0.0, 0.0, -0.1], [-0.5, 0.0, 0.4], [0.4, -0.1, 0.6], [0.2, 1.0, -0.6], [0.3, 0.1, -0.3], [-1.6, 1.0, 0.4], [1.1, -1.3, 0.8], [-0.1, -0.8, -1.0], [0.0, -0.1, 0.1], [0.1, 0.1, -0.5], [0.1, 0.1, -0.4], [-0.1, 0.1, 0.0], [-0.2, -0.7, -0.1], [-0.1, 0.1, -0.8], [1.1, 0.5, 0.6], [-0.2, 0.1, 0.2], [1.1, -1.5, 0.2], [-1.2, 0.8, -1.1], [-0.7, 0.3, 0.8], [-0.1, 0.0, -0.1], [0.0, 0.2, 0.3], [0.1, 0.2, 0.2], [0.1, -0.1, 0.0], [-0.2, -0.7, -0.3], [-0.1, 0.3, -0.6], [0.8, 0.1, 0.3], [0.0, -0.1, 0.4], [-0.1, -6.6, -1.1], [-1.3, 0.9, -1.3], [-0.8, 0.4, 0.8], [-0.1, 0.0, -0.1], [0.0, 0.2, 0.4], [0.4, 0.5, 0.3], [0.1, -0.1, -0.1], [0.6, -0.3, -0.2], [0.3, 0.2, 0.8], [-1.0, -0.6, 0.1], [-0.2, 0.0, -0.2], [0.5, -1.7, -0.8], [0.7, 1.4, 1.2], [-0.3, 0.9, -0.7], [0.0, 0.1, 0.0], [-0.3, 0.1, -0.1], [-0.3, 0.0, -0.2], [0.1, -0.1, 0.0], [-0.3, -0.6, -0.3], [0.5, -0.3, 0.5], [-0.8, 0.8, 0.7], [0.8, 0.0, 0.2], [-2.0, -0.7, -0.2], [1.5, -0.5, 0.5], [0.4, 0.6, -0.8], [0.1, 0.0, 0.0], [0.0, 0.3, -0.1], [-0.1, 0.3, -0.1], [-0.1, -0.1, 0.0], [0.5, 0.3, 0.4], [0.3, 0.3, -0.7], [-1.1, 0.3, 0.0], [-0.2, -0.2, -0.1], [-0.1, 1.3, 1.4], [1.1, -0.5, -1.4], [0.0, -1.1, 0.2], [0.1, 0.0, -0.1], [-0.3, -0.2, 0.0], [-0.3, -0.2, 0.1], [0.0, 0.1, 0.1], [0.1, 0.7, 0.1], [0.6, -0.2, 0.2], [0.0, -0.3, -0.9], [-0.4, -0.3, -0.5], [0.1, 1.6, -0.8], [0.9, -0.9, 1.6], [-0.9, -0.4, 0.5], [0.0, 0.0, 0.1], [-0.2, -0.2, -0.1], [-0.2, -0.1, -0.2], [0.1, 0.1, 0.0], [0.0, -0.2, 0.7], [-0.7, -0.2, -0.2], [0.7, -0.5, -0.8], [-0.2, 0.0, -0.2], [1.0, -1.2, 1.1], [-1.7, 0.4, -0.3], [0.2, 1.1, 0.0], [-0.1, 0.1, 0.0], [0.2, 0.2, -0.2], [0.3, 0.1, -0.2], [0.0, -0.1, 0.1]], "mulliken_charge": [-0.7385, 0.2956, -0.5078, -0.0776, 0.7767, -0.6528, -0.3564, 0.5831, 0.7093, -0.7546, 0.2377, 0.0009, -0.2155, -0.4043, -0.4028, -0.4023, -0.4335, -0.2085, 0.0809, 0.2606, -0.3139, 0.1821, -0.7764, 0.6744, -0.8024, -0.2962, -0.0175, -0.3311, 0.3329, -0.5565, -0.3033, -0.3754, 0.2093, 0.0780, 0.2738, 0.3706, -0.2756, 0.1858, 0.1498, 0.1880, 0.0414, 0.2190, 0.1195, -0.6015, -0.0114, 0.0765, 0.1410, 0.2516, 0.2453, 0.2118, -0.1253, 0.1706, -0.1290, 0.1588, 0.0985, 0.2631, 0.2379, 0.2051, 0.2074, 0.1236, 0.4347, 0.2516, -0.1074, 0.1338, 0.4409, -0.2943, -0.2700, -0.2951, 0.7376, -0.5536, -0.4332, -0.3386, 0.2437, 0.3176, 0.3341, 0.1801, -0.4406, -0.3928, 0.0184, 0.9972, -0.4457, -0.5843, -0.2985, 0.2810, 0.3270, 0.3530, 0.2846, -0.2012, -0.2636, -0.3686, 1.1021, -0.5778, -0.5614, -0.2606, 0.2341, 0.2902, 0.3365, 0.2337, -0.2559, -0.1533, -0.3169, 1.1015, -0.5429, -0.5334, -0.3283, 0.3316, 0.2262, 0.2344, 0.2524, -0.2598, 0.4467, -0.2423, 1.0550, -0.5123, -0.5346, -0.3390, 0.3124, 0.2140, -0.5202, 0.3045, -0.3309, -0.3434, -0.3092, 1.1221, -0.5350, -0.5674, -0.2656, 0.2718, 0.3216, 0.3083, 0.2968, -0.3783, -0.4028, -0.2202, 0.9702, -0.5347, -0.5421, -0.1683, 0.2819, 0.3185, 0.3286, 0.2917, -0.3452, -0.1751, -0.3165, 1.0976, -0.5155, -0.5457, -0.2883, 0.2920, 0.3276, 0.3084, 0.1701, -0.3323, -0.3745, -0.3230, 1.0908, -0.5841, -0.4809, -0.2235, 0.2526, 0.3708, 0.3098, 0.2892, -0.3689, -0.3550, -0.1769, 1.1344, -0.5634, -0.5318, -0.3150, 0.2795, 0.3140, 0.3024, 0.2875]}